C2H3FO2 | ωB97M-V/def2-TZVPD

Bonds (Å) are listed after each position.
Cartesian coordinates (Å):
1 C -1.7921 0.0414 0.9866  C2 1.259, O3 1.709, H6 1.078
2 C -1.9372 -0.5674 -0.1053  C1 1.259, O3 1.329, F5 1.273
3 O -0.9266 0.2122 -0.4774  C1 1.709, C2 1.329
4 O 1.2716 -0.0293 0.9942  H7 0.904, H8 0.985
5 F -2.5706 -1.4284 -0.7961  C2 1.273
6 H -1.8673 0.6697 1.8596  C1 1.078
7 H 1.3372 0.7317 0.5105  O4 0.904
8 H 0.7637 -0.6808 0.4572  O4 0.985

## Properties
- relative energy (zero: lowest compared OMol25 entry of this formula, charge and spin) (kcal per mole) = 107.2
- E_tot (eV) = -8930.3456
- net charge = 0
- HOMO energy (eV) = -9.3
- largest force on an atom (hartree/bohr) = 0.08599
- LUMO (eV) = 0.66

Atom-resolved charges from natural (NBO), all expressed in e:
1. C -0.1077
2. C 0.6339
3. O -0.5320
4. O -0.9422
5. F -0.2536
6. H 0.2591
7. H 0.4641
8. H 0.4785